86
Properties=species:S:1:pos:R:3 method="wB97M-V/def2-TZVPD" total_energy_ha=-5811.593850 homo_energy_ev=-7.1 gap_ev=7.487
Cd 1.310 0.489 0.003
S 0.711 4.234 2.681
C -0.845 3.627 2.324
C -0.785 2.546 1.497
C 0.537 2.170 1.114
C 1.450 3.014 1.693
C 2.913 2.922 1.575
C 3.788 3.654 2.382
C 5.150 3.476 2.231
C 5.620 2.566 1.294
C 4.687 1.877 0.537
N 3.375 2.059 0.662
H -1.720 4.099 2.742
H -1.674 2.023 1.167
H 3.401 4.343 3.120
H 5.841 4.035 2.848
H 6.677 2.389 1.153
H 4.989 1.135 -0.194
O 2.078 1.709 -2.018
C 1.460 2.125 -3.235
C 0.796 3.483 -3.107
C -0.372 3.522 -2.112
C -1.574 2.779 -2.624
C -2.609 3.450 -3.273
C -3.666 2.727 -3.795
C -3.657 1.347 -3.666
C -2.591 0.764 -3.004
N -1.577 1.451 -2.482
H 2.640 2.406 -1.660
H 0.731 1.349 -3.466
H 2.207 2.142 -4.034
H 0.454 3.795 -4.098
H 1.552 4.216 -2.801
H -0.644 4.563 -1.925
H -0.060 3.092 -1.158
H -2.577 4.529 -3.360
H -4.481 3.230 -4.298
H -4.455 0.734 -4.063
H -2.548 -0.315 -2.881
O 4.021 -4.778 -3.806
C 3.485 -3.956 -3.113
S 4.170 -3.338 -1.600
C 2.862 -2.252 -1.169
C 1.829 -2.226 -2.035
S 0.412 -1.196 -1.874
S 1.902 -3.243 -3.463
S 3.053 -1.377 0.316
C 2.985 -1.566 4.885
N 2.403 -0.397 4.249
C 2.591 0.907 4.866
C 1.426 -0.550 3.375
N 0.572 -0.687 2.608
H 4.056 -1.405 5.015
H 2.840 -2.432 4.244
H 2.531 -1.757 5.862
H 3.659 1.108 4.964
H 2.126 0.951 5.855
H 2.147 1.672 4.231
C -4.654 0.777 0.268
C -4.328 -0.360 1.231
C -3.515 -1.480 0.580
C -2.076 -1.058 0.279
Ge -0.903 -2.429 -0.477
C -1.707 -3.785 -1.641
C -2.793 -4.651 -0.999
C -2.368 -5.302 0.316
C -1.187 -6.253 0.168
H -5.261 1.545 0.750
H -5.209 0.408 -0.598
H -3.752 1.262 -0.107
H -5.258 -0.772 1.633
H -3.767 0.030 2.086
H -4.017 -1.785 -0.346
H -3.520 -2.357 1.233
H -1.580 -0.717 1.189
H -2.062 -0.215 -0.417
H 0.062 -3.048 0.541
H -0.871 -4.404 -1.976
H -2.081 -3.280 -2.534
H -3.081 -5.438 -1.705
H -3.691 -4.054 -0.827
H -3.221 -5.839 0.738
H -2.115 -4.527 1.049
H -1.404 -7.030 -0.568
H -0.952 -6.743 1.113
H -0.286 -5.731 -0.158

90
Properties=species:S:1:pos:R:3 method="wB97M-V/def2-TZVPD" total_energy_ha=-2893.811333 charge=+2 spin_multiplicity=2 homo_energy_ev="-13.1 / -13.1" gap_ev="5.049 / 4.672"
Tl -1.241 0.144 -0.460
C 1.708 -6.700 2.292
O 2.869 -7.214 1.661
C 3.401 -6.718 0.520
C 4.471 -7.478 0.030
C 5.154 -7.115 -1.107
C 4.781 -5.978 -1.822
C 3.723 -5.226 -1.367
C 3.039 -5.568 -0.193
N 1.945 -4.721 0.197
C 2.002 -3.401 0.321
N 3.237 -2.807 0.286
C 3.365 -1.522 -0.048
C 2.312 -0.712 -0.460
C 2.513 0.556 -0.868
C 3.838 1.095 -0.838
C 4.913 0.358 -0.407
C 4.704 -0.961 -0.007
O 5.623 -1.808 0.401
C 7.018 -1.413 0.396
N 1.003 -2.611 0.617
C -0.282 -2.945 0.453
C -0.755 -3.633 -0.708
C -2.038 -4.058 -0.789
C -2.933 -3.821 0.289
C -2.546 -3.115 1.388
C -1.235 -2.602 1.484
O -0.991 -1.909 2.567
C 0.187 -1.113 2.829
H 1.577 -7.301 3.186
H 0.822 -6.834 1.664
H 1.829 -5.657 2.589
H 4.740 -8.364 0.589
H 5.975 -7.730 -1.452
H 5.289 -5.707 -2.736
H 3.375 -4.375 -1.941
H 1.057 -5.142 0.424
H 4.065 -3.370 0.438
H 1.702 1.211 -1.151
H 3.967 2.132 -1.122
H 5.899 0.794 -0.358
H 7.562 -2.297 0.707
H 7.167 -0.604 1.108
H 7.305 -1.116 -0.611
H -0.054 -3.803 -1.516
H -2.388 -4.576 -1.671
H -3.946 -4.193 0.223
H -3.224 -2.906 2.204
H -0.122 -0.431 3.613
H 0.498 -0.567 1.944
H 0.988 -1.761 3.178
C -2.792 6.146 -0.496
C -3.847 5.232 -1.108
N -3.884 3.893 -0.501
C -4.707 3.737 0.703
C -3.940 3.908 2.009
C -3.124 2.884 -0.943
C -2.313 3.101 -2.189
N -3.055 1.708 -0.368
H -2.629 7.011 -1.139
H -1.843 5.625 -0.371
H -3.101 6.514 0.481
H -3.698 5.135 -2.181
H -4.842 5.657 -0.980
H -5.199 2.761 0.660
H -5.505 4.475 0.632
H -3.052 3.279 2.042
H -4.582 3.650 2.852
H -3.615 4.938 2.140
H -2.940 3.413 -3.024
H -1.813 2.176 -2.469
H -1.553 3.864 -2.024
H -3.553 1.685 0.514
F 0.096 2.418 -0.473
P 0.477 2.843 1.122
F 0.823 3.185 2.622
F 1.908 3.321 0.586
F -0.979 2.230 1.538
F 1.078 1.323 1.303
F -0.175 4.266 0.852
C -4.770 0.235 -2.881
C -4.627 -0.943 -1.965
C -5.852 -1.786 -1.731
O -3.564 -1.229 -1.437
H -5.250 -0.074 -3.812
H -3.807 0.694 -3.081
H -5.436 0.964 -2.412
H -6.767 -1.282 -2.033
H -5.911 -2.072 -0.683
H -5.756 -2.696 -2.329

82
Properties=species:S:1:pos:R:3 method="wB97M-V/def2-TZVPD" total_energy_ha=-2130.637045 charge=+1 homo_energy_ev=-10.5 gap_ev=6.884
In -0.250 1.084 -0.206
C 1.871 3.854 0.649
O 1.638 2.444 0.736
C 2.640 1.670 1.261
C 3.936 2.132 1.448
C 4.894 1.298 1.998
C 4.561 0.000 2.352
C 3.275 -0.461 2.140
C 2.295 0.362 1.587
N 0.969 -0.098 1.283
N 0.803 -1.303 1.648
C -0.255 -2.083 1.408
C -1.433 -1.697 0.703
O -1.596 -0.530 0.213
C -2.482 -2.661 0.528
C -2.341 -3.924 0.980
C -1.166 -4.366 1.673
C -1.049 -5.695 2.114
C 0.073 -6.115 2.782
C 1.103 -5.202 3.035
C 1.006 -3.895 2.613
C -0.128 -3.452 1.913
H 2.230 4.230 1.607
H 0.914 4.302 0.413
H 2.584 4.084 -0.143
H 4.206 3.142 1.179
H 5.900 1.667 2.144
H 5.300 -0.652 2.799
H 2.997 -1.462 2.427
H -3.366 -2.332 0.000
H -3.136 -4.643 0.818
H -1.864 -6.382 1.917
H 0.160 -7.138 3.121
H 1.984 -5.525 3.576
H 1.802 -3.197 2.830
C -0.740 4.545 -1.619
Si -1.679 2.966 -1.230
C -2.958 3.353 0.117
C -2.206 3.514 1.447
C -3.653 4.683 -0.221
C -4.011 2.256 0.268
C -2.278 2.203 -2.862
C -1.107 2.255 -3.853
C -2.720 0.742 -2.719
C -3.455 3.023 -3.399
H -1.328 5.103 -2.353
H 0.245 4.371 -2.051
H -0.631 5.186 -0.746
H -1.389 4.236 1.377
H -1.794 2.564 1.804
H -2.892 3.873 2.220
H -2.947 5.512 -0.295
H -4.367 4.932 0.569
H -4.206 4.632 -1.159
H -3.563 1.278 0.470
H -4.635 2.171 -0.623
H -4.670 2.502 1.106
H -0.235 1.712 -3.477
H -0.804 3.278 -4.082
H -1.402 1.778 -4.793
H -1.876 0.093 -2.472
H -3.127 0.387 -3.671
H -3.486 0.601 -1.957
H -3.219 4.088 -3.473
H -4.343 2.916 -2.774
H -3.719 2.677 -4.403
N 0.984 -0.268 -1.604
C 1.546 -1.250 -1.343
N 2.164 -2.353 -1.058
C 3.631 -2.429 -0.993
C 4.005 -3.474 0.046
O 3.364 -4.705 -0.219
C 1.956 -4.577 -0.116
C 1.434 -3.635 -1.183
H 4.017 -1.452 -0.709
H 4.021 -2.713 -1.973
H 3.734 -3.118 1.049
H 5.078 -3.652 0.011
H 1.676 -4.205 0.880
H 1.530 -5.569 -0.253
H 0.371 -3.437 -1.049
H 1.610 -4.049 -2.179

88
Properties=species:S:1:pos:R:3 method="wB97M-V/def2-TZVPD" total_energy_ha=-3590.831663 charge=+2 homo_energy_ev=-12.2 gap_ev=4.104
Ti -0.487 1.057 -1.180
C -1.820 -1.650 -3.568
C -1.345 -1.634 -2.129
C 0.032 -1.883 -1.909
C 0.981 -1.772 -3.078
C 0.465 -2.383 -0.672
C 1.884 -2.854 -0.473
C -0.452 -2.539 0.375
C -0.008 -3.087 1.705
C -1.803 -2.219 0.188
C -2.768 -2.483 1.316
C -2.255 -1.745 -1.056
C -3.731 -1.482 -1.239
H -1.318 -0.933 -4.214
H -2.890 -1.510 -3.672
H -1.600 -2.640 -3.975
H 0.665 -1.005 -3.785
H 1.033 -2.710 -3.637
H 1.992 -1.530 -2.763
H 1.885 -3.883 -0.114
H 2.414 -2.268 0.282
H 2.469 -2.841 -1.387
H -0.441 -2.531 2.537
H 1.071 -3.072 1.826
H -0.334 -4.124 1.825
H -3.770 -2.117 1.121
H -2.434 -2.046 2.259
H -2.843 -3.558 1.494
H -4.308 -2.407 -1.191
H -3.970 -1.026 -2.198
H -4.119 -0.828 -0.455
C 4.734 1.452 -1.058
C 3.787 0.250 -1.143
C 2.662 0.349 -0.170
N 1.415 0.450 -0.467
N 0.552 0.593 0.590
C 1.192 0.671 1.760
N 0.666 0.929 2.926
S 2.905 0.396 1.549
H 5.520 1.351 -1.802
H 5.210 1.517 -0.080
H 4.203 2.386 -1.244
H 4.335 -0.674 -0.946
H 3.352 0.163 -2.139
H -0.285 1.259 3.086
H 1.228 1.022 3.764
O -0.713 3.446 6.979
S -1.291 2.441 6.138
O -0.452 2.092 4.973
O -1.898 1.288 6.754
C -2.702 3.247 5.296
N -3.333 4.340 5.723
C -4.255 4.847 4.915
C -4.528 4.346 3.638
C -3.844 3.189 3.317
N -3.000 2.628 4.169
C -3.647 2.521 2.006
C -3.095 1.229 2.070
C -2.321 0.773 1.052
N -2.164 1.473 -0.109
C -2.883 2.607 -0.256
C -3.648 3.145 0.757
H -4.793 5.712 5.285
H -5.231 4.841 2.982
H -3.131 0.689 3.007
H -1.779 -0.153 1.132
H -2.762 3.135 -1.195
H -4.117 4.108 0.603
C 0.330 3.953 -0.563
O 0.039 2.675 -1.131
H 1.189 3.852 0.100
H -0.540 4.284 0.003
H 0.550 4.648 -1.370
C -4.194 1.585 -5.241
C -2.830 1.614 -4.652
C -1.604 1.964 -5.198
C -0.654 1.763 -4.203
N -1.262 1.305 -3.088
N -2.586 1.238 -3.389
C 0.822 1.956 -4.278
H -4.276 2.326 -6.033
H -4.959 1.788 -4.493
H -4.391 0.604 -5.679
H -1.426 2.322 -6.198
H -3.241 0.855 -2.723
H 1.054 2.863 -4.834
H 1.287 1.121 -4.805
H 1.278 2.039 -3.291

89
Properties=species:S:1:pos:R:3 method="wB97M-V/def2-TZVPD" total_energy_ha=-8901.501617 spin_multiplicity=2 homo_energy_ev="-8.2 / -8.1" gap_ev="8.553 / 6.393"
Au 0.276 -1.279 -0.003
C -0.956 -4.773 1.111
Si -0.803 -3.709 2.644
C -2.455 -2.956 3.094
C -0.249 -4.785 4.089
Ge 0.890 -2.050 2.238
Si 0.458 0.006 3.392
C 2.024 1.035 3.541
C -0.850 0.982 2.469
C -0.132 -0.390 5.133
Si 3.072 -2.880 2.734
C 4.476 -1.718 2.300
C 3.073 -3.070 4.608
C 3.350 -4.561 1.948
H -1.640 -5.609 1.285
H 0.009 -5.184 0.806
H -1.350 -4.161 0.298
H -3.191 -3.752 3.241
H -2.786 -2.309 2.281
H -2.407 -2.373 4.015
H -1.027 -5.522 4.309
H -0.086 -4.196 4.994
H 0.671 -5.329 3.868
H 2.450 1.274 2.567
H 2.784 0.498 4.112
H 1.818 1.974 4.062
H -0.452 1.349 1.518
H -1.183 1.841 3.058
H -1.708 0.351 2.229
H 0.619 -0.971 5.674
H -1.057 -0.969 5.124
H -0.315 0.528 5.696
H 4.320 -0.730 2.736
H 4.598 -1.595 1.224
H 5.410 -2.120 2.704
H 2.952 -2.097 5.091
H 4.023 -3.491 4.947
H 2.273 -3.719 4.959
H 3.347 -4.499 0.859
H 2.571 -5.266 2.247
H 4.315 -4.973 2.257
O -1.756 -1.596 0.339
Br 6.593 -0.499 -1.997
C 4.830 -0.743 -1.345
C 4.158 0.327 -0.780
C 2.868 0.143 -0.299
C 2.247 -1.100 -0.376
C 2.947 -2.163 -0.941
C 4.234 -1.990 -1.434
H 4.634 1.296 -0.715
H 2.344 0.989 0.126
H 2.487 -3.141 -1.014
H 4.768 -2.820 -1.877
Cl -3.887 3.586 2.262
C -3.694 3.264 0.571
C -4.801 2.961 -0.204
C -4.616 2.722 -1.552
C -3.362 2.756 -2.161
C -3.320 2.389 -3.640
C -3.111 0.890 -3.854
N -1.842 0.412 -3.350
C -0.640 0.395 -4.024
C 0.283 -0.048 -3.129
N -0.338 -0.285 -1.927
C -1.610 -0.009 -2.093
O -2.354 3.048 -4.416
C -2.548 4.456 -4.495
C -1.507 5.020 -5.402
C -1.601 5.036 -6.760
Cl -2.921 4.461 -7.695
S -0.221 5.706 -7.520
C 0.522 5.980 -6.000
C -0.264 5.570 -4.971
C -2.273 3.063 -1.345
Cl -0.643 3.147 -1.942
C -2.433 3.322 0.010
H -5.784 2.921 0.242
H -5.482 2.496 -2.165
H -4.320 2.615 -4.040
H -3.163 0.679 -4.922
H -3.907 0.341 -3.352
H -0.559 0.721 -5.045
H 1.345 -0.184 -3.250
H -2.364 -0.145 -1.331
H -2.463 4.908 -3.502
H -3.553 4.664 -4.882
H 1.500 6.430 -5.951
H 0.018 5.646 -3.931
H -1.572 3.556 0.619

The following energy above the lowest of the compared OMol25 structures with the same formula, charge and spin values (in eV) correspond, in order, to the records above: 0.299; 3.065; 0.573; 0.663; 1.491.